Run 1
ORCA calculation (ωB97M-V with the def2-TZVPD basis set) on a structure of composition C12H24CdO16S.

Geometry as XYZ:
```
54
Properties=species:S:1:pos:R:3:lowdin_charge:R:1
Cd 0.155 0.596 -0.662 1.35
S 1.535 2.470 -1.863 0.13
O 2.670 2.502 -2.737 -0.35
O 0.454 1.649 -2.271 -0.46
O 1.721 1.825 -0.578 -0.47
O 1.193 3.898 -1.830 -0.38
C 3.397 0.544 1.695 0.01
O 2.503 0.015 2.714 -0.01
C 1.221 -0.274 2.468 -0.45
O 0.719 -0.208 1.322 0.01
O 0.561 -0.698 3.627 -0.02
C 0.912 -0.181 4.889 -0.07
H 3.282 0.017 0.748 0.08
H 4.461 0.629 1.919 0.10
H 3.092 1.587 1.605 0.10
H 0.641 0.875 4.910 0.10
H 1.978 -0.223 5.111 0.09
H 0.386 -0.763 5.645 0.10
C -1.341 -3.500 -1.661 -0.01
O -2.473 -2.699 -1.380 0.00
C -2.329 -1.473 -0.926 -0.53
O -1.250 -0.922 -0.756 0.03
O -3.529 -0.951 -0.684 0.03
C -4.749 -1.709 -0.764 -0.02
H -1.129 -4.108 -0.781 0.11
H -0.504 -2.936 -2.072 0.09
H -1.545 -4.208 -2.464 0.10
H -4.966 -1.936 -1.808 0.10
H -5.655 -1.214 -0.415 0.10
H -4.679 -2.695 -0.303 0.10
C -3.520 2.303 3.004 -0.02
O -2.454 1.758 2.184 0.02
C -2.047 2.403 1.095 -0.52
O -1.268 1.896 0.283 0.02
O -2.399 3.705 1.055 -0.01
C -2.071 4.493 -0.132 0.01
H -4.332 2.699 2.395 0.10
H -3.148 3.102 3.646 0.10
H -3.933 1.527 3.650 0.09
H -1.034 4.431 -0.462 0.08
H -2.306 5.513 0.172 0.09
H -2.713 4.315 -0.995 0.10
C 2.564 -0.740 -3.993 -0.04
O 2.964 -1.600 -2.974 -0.01
C 2.288 -1.628 -1.787 -0.45
O 1.379 -0.846 -1.498 -0.01
O 2.569 -2.660 -0.932 0.00
C 3.617 -3.557 -1.157 -0.06
H 3.029 -1.197 -4.867 0.10
H 2.857 0.268 -3.702 0.09
H 1.496 -0.663 -4.196 0.10
H 4.469 -3.091 -1.650 0.10
H 3.336 -4.472 -1.678 0.10
H 3.926 -3.871 -0.160 0.10
```

- Kohn-Sham gap: 0.247 hartree
- HOMO energy: -6.52 eV


Run 2
ORCA calculation (ωB97M-V with the def2-TZVPD basis set) on a structure of composition C12H24CdO16S.

Geometry as XYZ:
```
54
Properties=species:S:1:pos:R:3:lowdin_charge:R:1
Cd 0.424 0.276 -0.746 1.39
S 1.198 0.943 -3.188 0.23
O 2.376 0.259 -3.692 -0.36
O 1.556 1.575 -1.875 -0.52
O 0.575 1.885 -4.094 -0.35
O 0.148 -0.027 -2.704 -0.51
C -0.219 4.053 -1.405 -0.02
O -1.619 3.794 -1.375 0.05
C -1.989 2.591 -1.045 -0.59
O -1.312 1.677 -0.636 0.01
O -3.256 2.427 -1.406 0.03
C -3.912 1.262 -0.908 -0.02
H 0.386 3.195 -1.704 0.05
H 0.077 4.578 -0.498 0.09
H 0.034 4.731 -2.226 0.11
H -3.385 0.892 -0.031 0.08
H -3.918 0.478 -1.663 0.09
H -4.947 1.533 -0.714 0.10
C -2.229 1.262 2.870 -0.01
O -0.924 1.725 3.186 0.00
C 0.088 1.419 2.384 -0.62
O 0.022 0.624 1.494 0.06
O 1.179 2.032 2.740 0.03
C 1.245 3.018 3.770 -0.01
H -2.534 1.596 1.874 0.08
H -2.907 1.774 3.546 0.10
H -2.267 0.174 2.872 0.11
H 0.763 2.681 4.691 0.10
H 0.640 3.847 3.403 0.10
H 2.262 3.271 4.044 0.10
C 3.720 -3.912 0.634 -0.01
O 2.773 -2.974 0.131 0.02
C 2.943 -1.686 0.168 -0.57
O 2.202 -0.826 -0.238 0.05
O 4.021 -1.353 0.872 0.00
C 4.232 0.012 1.194 -0.02
H 4.149 -3.647 1.598 0.10
H 4.546 -4.007 -0.069 0.11
H 3.167 -4.841 0.730 0.10
H 4.638 0.541 0.335 0.11
H 4.981 0.016 1.988 0.10
H 3.377 0.528 1.629 0.09
C -0.291 -3.898 -0.465 -0.03
O -1.502 -3.454 -1.025 0.01
C -1.732 -2.148 -1.058 -0.58
O -1.065 -1.291 -0.555 0.05
O -2.879 -1.896 -1.649 0.04
C -3.564 -2.871 -2.382 -0.05
H -0.176 -3.742 0.608 0.10
H 0.559 -3.505 -1.007 0.09
H -0.277 -4.982 -0.594 0.10
H -3.593 -3.840 -1.874 0.10
H -3.174 -3.147 -3.366 0.11
H -4.608 -2.623 -2.566 0.10
```

- Kohn-Sham gap: 0.276 hartree
- HOMO energy: -7.38 eV


Short version: run 1 is the least stable of them.